P) Here is the molecule C23H36N4O2 from the Open Molecules 2025 dataset. Energies are from the ωB97M-V functional and the def2-TZVPD basis.

Output
* frontier orbital gap: 8.982 eV
* SMILES string: Cc1cc(C)c(NC(=O)CN2CCC(NC(=O)NC3CCCCC3)CC2)c(C)c1
* HOMO level: -8.3 eV

Last column: Mulliken charge in e.
Cartesian coordinates (Å):
C (0.171, 1.580, -9.377)  -1.512
C (0.433, 1.120, -7.974)  0.535
C (-0.612, 0.986, -7.070)  -1.042
C (-0.388, 0.594, -5.761)  1.077
C (-1.531, 0.464, -4.798)  -1.449
C (0.921, 0.325, -5.346)  0.275
N (1.131, -0.089, -4.013)  -0.001
C (1.965, 0.457, -3.103)  0.201
O (2.727, 1.379, -3.297)  -0.653
C (1.872, -0.261, -1.751)  -0.498
N (0.506, -0.676, -1.482)  0.033
C (-0.346, 0.421, -1.054)  -0.876
C (-0.122, 0.852, 0.401)  -0.841
C (-0.278, -0.351, 1.332)  -0.112
N (-0.046, 0.033, 2.707)  -0.236
C (-0.813, -0.485, 3.720)  0.550
O (-1.828, -1.120, 3.519)  -0.688
N (-0.329, -0.220, 4.970)  -0.258
C (-1.109, -0.495, 6.159)  -0.108
C (-0.239, -1.163, 7.224)  -0.754
C (-1.070, -1.484, 8.463)  -0.611
C (-1.707, -0.215, 9.023)  -0.645
C (-2.572, 0.458, 7.962)  -0.646
C (-1.745, 0.780, 6.721)  -0.806
C (0.663, -1.472, 0.879)  -0.621
C (0.375, -1.811, -0.587)  -1.183
C (1.984, 0.419, -6.246)  1.089
C (3.379, 0.063, -5.842)  -1.632
C (1.718, 0.829, -7.546)  -0.981
H (-0.771, 1.181, -9.745)  0.376
H (0.110, 2.668, -9.406)  0.284
H (0.972, 1.268, -10.043)  0.374
H (-1.622, 1.199, -7.391)  0.350
H (-1.358, 1.072, -3.911)  0.201
H (-2.458, 0.788, -5.264)  0.387
H (-1.655, -0.571, -4.477)  0.368
H (0.441, -0.716, -3.612)  0.277
H (2.504, -1.151, -1.819)  0.555
H (2.305, 0.401, -0.990)  0.132
H (-0.172, 1.270, -1.720)  0.417
H (-1.384, 0.093, -1.171)  0.502
H (-0.841, 1.627, 0.667)  0.395
H (0.881, 1.271, 0.514)  0.253
H (-1.310, -0.716, 1.301)  0.280
H (0.873, 0.385, 2.927)  0.319
H (0.423, 0.444, 5.071)  0.310
H (-1.898, -1.183, 5.838)  0.373
H (0.198, -2.076, 6.815)  0.331
H (0.578, -0.489, 7.495)  0.279
H (-1.854, -2.195, 8.195)  0.332
H (-0.437, -1.950, 9.221)  0.329
H (-2.314, -0.460, 9.897)  0.311
H (-0.922, 0.474, 9.343)  0.308
H (-3.390, -0.210, 7.684)  0.327
H (-3.009, 1.375, 8.363)  0.342
H (-2.375, 1.237, 5.956)  0.330
H (-0.956, 1.491, 6.982)  0.320
H (0.511, -2.355, 1.500)  0.400
H (1.702, -1.149, 0.987)  0.258
H (1.041, -2.605, -0.933)  0.509
H (-0.656, -2.171, -0.670)  0.435
H (3.391, -0.885, -5.304)  0.339
H (3.780, 0.824, -5.174)  0.305
H (4.023, -0.016, -6.715)  0.435
H (2.539, 0.911, -8.244)  0.351

***

Q) Here is the molecule C23H36N4O2 from the Open Molecules 2025 dataset. Energies are from the ωB97M-V functional and the def2-TZVPD basis.

Output
* frontier orbital gap: 8.648 eV
* SMILES string: Cc1ccc(C2=NN(CC(=O)NCCN(CC(C)C)CC(C)C)C(=O)CC2)cc1
* HOMO level: -8.4 eV

Last column: Mulliken charge in e.
Cartesian coordinates (Å):
C (-1.303, 6.169, 0.566)  -1.447
C (-0.739, 4.951, -0.096)  1.137
C (0.152, 4.127, 0.589)  -0.866
C (0.670, 2.997, -0.002)  -0.421
C (0.314, 2.642, -1.309)  0.687
C (0.874, 1.426, -1.893)  0.408
N (1.670, 0.750, -1.155)  -0.226
N (2.246, -0.394, -1.597)  0.071
C (3.356, -0.861, -0.789)  -0.787
C (3.111, -0.778, 0.721)  0.863
O (4.025, -0.595, 1.497)  -0.718
N (1.836, -0.952, 1.097)  0.919
C (1.378, -0.887, 2.462)  -0.927
C (0.361, -2.005, 2.700)  -0.956
N (-0.681, -1.985, 1.684)  1.295
C (-1.667, -0.938, 1.934)  -2.116
C (-1.547, 0.267, 0.981)  3.596
C (-2.194, -0.028, -0.368)  -1.339
C (-2.200, 1.495, 1.611)  -1.949
C (-1.230, -3.307, 1.411)  -1.613
C (-0.492, -4.112, 0.318)  0.843
C (0.930, -4.532, 0.684)  -1.782
C (-0.481, -3.355, -1.005)  -0.865
C (1.824, -1.111, -2.679)  0.652
O (2.354, -2.153, -3.005)  -0.687
C (0.602, -0.537, -3.367)  -0.532
C (0.567, 0.987, -3.301)  -0.644
C (-0.566, 3.475, -1.998)  -0.560
C (-1.082, 4.608, -1.396)  -1.136
H (-0.500, 6.823, 0.903)  0.331
H (-1.943, 6.724, -0.115)  0.368
H (-1.888, 5.885, 1.441)  0.303
H (0.438, 4.383, 1.599)  0.386
H (1.366, 2.367, 0.529)  0.412
H (3.548, -1.900, -1.072)  0.322
H (4.254, -0.272, -1.003)  0.333
H (1.101, -1.119, 0.425)  -1.122
H (2.245, -1.001, 3.116)  0.618
H (0.921, 0.090, 2.656)  0.152
H (-0.055, -1.899, 3.717)  0.426
H (0.879, -2.960, 2.652)  0.416
H (-2.681, -1.340, 1.844)  0.443
H (-1.561, -0.573, 2.964)  0.252
H (-0.490, 0.487, 0.814)  -1.300
H (-2.024, 0.799, -1.056)  0.288
H (-3.268, -0.161, -0.254)  0.458
H (-1.781, -0.934, -0.798)  0.052
H (-1.698, 1.771, 2.535)  0.410
H (-2.148, 2.341, 0.929)  0.348
H (-3.247, 1.296, 1.835)  0.402
H (-2.257, -3.182, 1.059)  0.498
H (-1.269, -3.918, 2.327)  0.356
H (-1.081, -5.028, 0.186)  0.425
H (1.599, -3.677, 0.712)  0.253
H (0.953, -5.040, 1.646)  0.407
H (1.307, -5.223, -0.068)  0.482
H (-1.496, -3.193, -1.365)  0.409
H (0.006, -2.393, -0.871)  -0.435
H (0.069, -3.909, -1.762)  0.581
H (-0.277, -0.951, -2.861)  0.100
H (0.587, -0.895, -4.397)  0.413
H (1.330, 1.412, -3.963)  0.259
H (-0.406, 1.343, -3.639)  0.435
H (-0.858, 3.253, -3.013)  0.288
H (-1.765, 5.236, -1.950)  0.332

***

Stability summary: most stable P), least stable Q).

***

P) Here is the ion C5H10O2 with charge +1 from the Open Molecules 2025 dataset. Energies are from the ωB97M-V functional and the def2-TZVPD basis.

Output
* spin multiplicity: 2
* frontier orbital gap (alpha / beta): 7.758 / 4.543 eV
* HOMO level (alpha / beta): -14.2 / -14.2 eV
* charge: +1

Last column: Mulliken charge in e.
Cartesian coordinates (Å):
C (1.392, 1.218, 0.772)  -0.397
O (2.530, 0.396, 1.174)  -0.520
C (0.855, 0.788, -0.608)  -0.298
C (-0.803, 1.068, -0.723)  -0.715
C (-1.476, -0.087, 0.100)  -0.334
C (-1.110, -1.470, -0.341)  0.166
O (-1.926, -2.360, -0.636)  -0.052
H (0.579, 1.194, 1.565)  0.187
H (1.709, 2.311, 0.782)  0.332
H (3.343, 0.926, 1.126)  0.331
H (1.420, 1.240, -1.459)  0.358
H (1.088, -0.377, -0.535)  0.006
H (-0.910, 2.111, -0.223)  0.330
H (-1.111, 1.180, -1.742)  0.388
H (-1.475, -0.158, 1.189)  0.398
H (-2.538, 0.105, -0.123)  0.388
H (-0.084, -1.937, -0.090)  0.431

***

Q) Here is a cluster of 2 separate species, C5H10O2 in total from the Open Molecules 2025 dataset. Energies are from the ωB97M-V functional and the def2-TZVPD basis.

Output
* spin multiplicity: 2
* frontier orbital gap (alpha / beta): 9.246 / 6.697 eV
* HOMO level (alpha / beta): -14.7 / -14.7 eV
* charge: +1

Last column: Mulliken charge in e.
Cartesian coordinates (Å):
C (-2.003, -0.782, 1.433)  -1.158
C (-0.933, 0.071, 0.957)  -0.060
C (0.254, -0.198, 0.313)  0.724
O (0.426, -1.500, -0.325)  -0.474
C (1.294, 0.774, -0.026)  0.076
C (1.271, 2.091, 0.378)  -0.681
H (-1.824, -1.271, 2.400)  0.357
H (-2.177, -1.603, 0.771)  0.358
H (-2.988, -0.191, 1.667)  0.326
H (-1.216, 1.167, 0.947)  0.229
H (0.752, -2.036, 0.422)  0.338
H (1.932, 0.573, -0.886)  0.369
H (0.577, 2.392, 1.102)  0.277
H (2.066, 2.670, -0.003)  0.296
H (0.476, -0.993, -2.429)  0.285
H (0.893, -0.578, -3.830)  0.323
O (1.202, -0.586, -2.891)  -0.587

***

Stability summary: most stable Q), least stable P).

***

P) Here is a cluster of 2 separate species, C6H10NOS in total from the Open Molecules 2025 dataset. Energies are from the ωB97M-V functional and the def2-TZVPD basis.

Output
* frontier orbital gap (alpha / beta): 7.844 / 7.844 eV
* HOMO level (alpha / beta): -12.0 / -12.0 eV
* charge: +1

Last column: Mulliken charge in e.
Cartesian coordinates (Å):
C (-1.543, 1.017, -1.022)  -0.305
C (-0.806, 1.946, -0.148)  -0.232
C (0.077, -1.601, 2.306)  -0.222
C (1.890, -0.528, -1.266)  -1.045
C (-0.512, -1.670, 1.000)  0.083
C (0.724, -0.029, -0.527)  0.312
N (-0.081, 1.051, -1.052)  0.118
O (-1.148, -0.951, 1.906)  -0.289
S (2.246, 0.415, 0.257)  -0.129
H (-1.970, 0.127, -0.581)  0.176
H (-2.054, 1.383, -1.900)  0.274
H (-0.771, 3.001, -0.379)  0.286
H (-0.714, 1.710, 0.903)  0.220
H (-0.044, -2.421, 3.003)  0.273
H (0.917, -0.935, 2.469)  0.192
H (2.130, -1.581, -1.208)  0.257
H (2.212, -0.052, -2.189)  0.306
H (-0.899, -2.380, 0.300)  0.397
H (0.345, 1.498, -1.871)  0.327

***

Q) Here is the ion C6H10NOS with charge +1 from the Open Molecules 2025 dataset. Energies are from the ωB97M-V functional and the def2-TZVPD basis.

Output
* frontier orbital gap: 10.221 eV
* HOMO level: -14.1 eV
* charge: +1

Last column: Mulliken charge in e.
Cartesian coordinates (Å):
C (-2.306, -1.183, -0.063)  -0.324
C (-0.035, -1.583, -1.230)  0.044
C (-1.425, -0.372, 0.507)  0.457
C (-1.273, 0.535, 1.629)  -1.212
C (1.141, 1.677, -0.565)  -0.933
C (1.328, 0.173, -0.200)  -0.022
N (0.072, -0.564, -0.418)  0.079
O (2.265, -0.406, -1.055)  -0.568
S (-1.559, -2.301, -1.263)  -0.045
H (-3.309, -1.235, 0.300)  0.447
H (0.727, -2.142, -1.695)  0.442
H (-1.570, 1.541, 1.441)  0.313
H (-1.910, 0.217, 2.477)  0.396
H (-0.257, 0.418, 1.909)  0.297
H (0.197, 2.032, -0.157)  0.296
H (1.166, 1.640, -1.709)  0.332
H (1.974, 2.175, -0.078)  0.301
H (1.622, 0.128, 0.878)  0.342
H (3.153, -0.754, -0.707)  0.359

***

Stability summary: most stable Q), least stable P).